Run a
C5H13N in the gas phase. Source: OMol25; level of theory: ωB97M-V/def2-TZVPD.

Results
SMILES: CCCNCC
Charge: 0

Positions of all 19 atoms, in Å:
C -2.1041 -0.1435 -0.2820
C -1.9084 -1.6210 -0.6440
C -0.6343 0.4591 0.2509
N 0.4865 -0.0299 -0.5191
C 1.9254 0.6058 -0.5436
C 2.2660 1.0755 0.9722
H -2.8438 -0.0040 0.6591
H -2.5860 0.2285 -1.1864
H -1.8195 -2.3029 0.1730
H -2.8590 -2.0522 -1.0191
H -1.1640 -1.8123 -1.4288
H -0.6182 1.5815 0.1097
H -0.5678 0.1639 1.3791
H 0.7140 -1.0036 -0.1421
H 1.9407 1.5613 -1.0783
H 2.6970 -0.1229 -0.8406
H 2.0237 0.1954 1.5933
H 1.7642 1.9242 1.3968
H 3.2876 1.2971 1.1498

Run b
2 unconnected molecules or ions with the total composition C5H13N. Source: OMol25; level of theory: ωB97M-V/def2-TZVPD.

Results
Charge: 0

Positions of all 19 atoms, in Å:
C -2.3985 0.1774 -0.8969
C -1.6024 0.8540 0.2502
C -0.6747 -0.0521 1.0066
C 0.7796 0.2679 0.8436
N 1.6516 0.5903 -0.2783
C 1.4896 -0.4058 -1.2990
H -1.6712 -0.3542 -1.5394
H -3.1442 -0.5458 -0.6282
H -2.8298 0.9844 -1.5365
H -2.4431 1.0933 0.9482
H -1.1323 1.7497 -0.1550
H 0.6237 -0.8861 0.8891
H -0.9404 0.2562 2.1266
H 3.0491 -1.2123 1.0254
H 1.3681 0.6329 1.6213
H 3.1138 -0.9512 1.7359
H 2.0085 -0.3669 -2.1609
H 0.5738 -1.0862 -1.4365
H 2.1787 -0.7458 -0.5162

Run c
C5H13N in the gas phase. Source: OMol25; level of theory: ωB97M-V/def2-TZVPD.

Results
SMILES: CCN(C)CC
Charge: 0

Positions of all 19 atoms, in Å:
C -1.4551 -1.5759 0.2007
C -1.0921 -0.1263 0.4159
N 0.3563 0.0084 0.3366
C 0.8718 1.1155 -0.5151
C 0.5418 0.7681 -1.9957
C 1.0126 0.0332 1.7186
H -0.5716 -2.1210 0.6022
H -2.2889 -1.9912 0.7603
H -1.4904 -1.8254 -0.8527
H -1.5985 0.1180 1.3700
H -1.5109 0.5016 -0.3852
H 1.9094 1.3390 -0.2771
H 0.2277 2.0022 -0.3552
H 1.0136 1.4543 -2.6920
H -0.4898 0.4835 -2.2045
H 1.0996 -0.1786 -2.1935
H 1.6624 0.9224 1.8536
H 1.6081 -0.8778 1.7582
H 0.1941 -0.0501 2.4549

Run d
2 unconnected molecules or ions with the total composition C5H13N. Source: OMol25; level of theory: ωB97M-V/def2-TZVPD.

Results
SMILES: C=CC.CNC
Charge: 0

Positions of all 19 atoms, in Å:
C 3.8276 0.8598 0.5127
C 2.7685 1.5723 1.3028
C 1.8863 2.3977 0.7594
H 3.6967 -0.2092 0.6955
H 3.6584 1.0154 -0.5573
H 4.8290 1.2276 0.7361
H 2.6613 1.3416 2.3628
H 1.2888 3.1227 1.2961
H 1.8797 2.5190 -0.3238
C -3.0840 -1.9434 0.2812
N -2.7489 -0.6830 -0.3981
C -2.3946 -0.9109 -1.8014
H -2.9915 -2.8345 -0.3517
H -2.4056 -2.1296 1.1157
H -4.0532 -2.0106 0.7839
H -1.8994 -0.3915 0.0682
H -1.6778 -1.7416 -1.8703
H -1.9761 0.0010 -2.2223
H -3.2650 -1.2025 -2.3895

What should be chosen as the least stable of them? Choose run b.

Run a
2 unconnected molecules or ions with the total composition C5H13N. Source: OMol25; level of theory: ωB97M-V/def2-TZVPD.

Results
SMILES: C=CN.CCC
Charge: 0

Positions of all 19 atoms, in Å:
C 1.3049 -0.8599 -0.9673
C 2.0025 0.2107 -0.0956
C 1.5387 0.2199 1.4140
H 0.2942 -0.5958 -1.2891
H 1.7819 -0.9275 -1.9775
H 1.2842 -1.8531 -0.4953
H 3.0813 0.2099 -0.1535
H 1.6829 1.1472 -0.5959
H 1.9193 1.0666 1.9407
H 1.9878 -0.6969 1.9936
H 0.4205 0.1326 1.4962
C -1.7832 1.3484 -0.3148
C -2.3461 0.2918 0.3765
N -2.5822 -0.9748 -0.2698
H -1.3904 1.1734 -1.2820
H -1.7515 2.3557 0.1209
H -2.8365 0.3856 1.3447
H -2.5365 -0.8921 -1.2636
H -2.0718 -1.7417 0.0178

Run b
A molecular structure, C5H13N. Source: OMol25; level of theory: ωB97M-V/def2-TZVPD.

Results
Charge: 0

Positions of all 19 atoms, in Å:
C 0.7230 0.0555 2.5244
C 0.3351 0.6791 1.4176
C -0.5718 0.2738 0.3676
C -0.4543 0.9489 -0.8312
C -1.6644 -0.7181 0.6501
N 0.8593 0.0223 -2.8215
H 1.1186 0.5459 3.4059
H 0.6467 -1.0191 2.6791
H 1.1249 -1.7070 -0.7952
H 0.8151 1.6406 1.2763
H 1.0713 -1.9859 -0.0992
H -1.3747 1.1408 -1.3728
H 0.0491 1.8986 -0.6611
H 0.4441 0.4825 -1.6223
H -2.6214 -0.2141 0.7860
H -1.6826 -1.4439 -0.1577
H -1.3838 -1.1848 1.5918
H 0.6928 0.6399 -3.6143
H 1.8729 -0.0551 -2.7235

What should be chosen as the least stable of them? Choose run b.

Run a
C5H13N in the gas phase. Source: OMol25; level of theory: ωB97M-V/def2-TZVPD.

Results
SMILES: CC(C)[C@H](C)N
Charge: 0

Positions of all 19 atoms, in Å:
C -1.8504 -0.9456 0.0709
C -0.8941 0.2220 -0.2026
C 0.3565 0.0730 0.7179
C 1.1803 1.3638 0.7186
C 1.2812 -0.9523 0.0706
N -0.5758 0.4015 -1.6402
H -2.1626 -0.9156 1.2201
H -3.0118 -0.7856 -0.2085
H -1.3524 -1.9739 -0.1532
H -1.4091 1.1115 0.0728
H 0.1330 -0.4125 1.6888
H 0.4328 2.1977 1.0762
H 1.5743 1.7069 -0.3193
H 2.0801 1.3983 1.2902
H 1.6674 -0.5907 -0.9090
H 2.2074 -1.0741 0.6527
H 0.8165 -1.9838 -0.1387
H 0.1581 -0.2330 -2.0235
H -0.6315 1.3924 -1.9835

Run b
A molecular structure, C5H13N. Source: OMol25; level of theory: ωB97M-V/def2-TZVPD.

Results
Charge: 0

Positions of all 19 atoms, in Å:
C 2.3697 -0.0284 -0.3437
C 1.0199 0.0857 0.4293
C -0.0365 0.7391 -0.4825
C -1.4926 0.6807 0.0175
C -2.3939 -0.4662 -0.2613
N 0.4237 -0.9574 1.3794
H 2.1253 -0.6265 -1.2854
H 2.6677 0.9244 -0.6801
H 3.1395 -0.5280 0.2451
H 1.2343 0.8598 1.1255
H 0.1535 1.8201 -0.3879
H 0.0855 0.4828 -1.5651
H -1.1313 0.5676 1.0866
H -2.0255 1.6504 -0.0628
H -3.3524 -0.4506 0.2826
H -2.6221 -0.5140 -1.3429
H -1.8308 -1.4256 0.0102
H 1.0426 -1.6942 1.7073
H 0.6234 -1.1197 0.1283

Run c
2 unconnected molecules or ions with the total composition C5H13N. Source: OMol25; level of theory: ωB97M-V/def2-TZVPD.

Results
SMILES: C=CN.CCC
Charge: 0

Positions of all 19 atoms, in Å:
C 0.0082 1.2802 -1.9674
C -1.6019 1.4164 -1.6360
C -1.7167 2.1173 -0.2526
H 0.3078 0.5502 -1.2367
H 0.3287 0.8316 -2.9542
H 0.6666 2.0915 -1.7699
H -2.1532 1.9448 -2.5675
H -2.0963 0.3449 -1.6642
H -2.7506 2.6624 -0.1840
H -0.9854 3.1060 -0.1142
H -1.5798 1.4671 0.6766
C 2.2572 -2.4122 1.2204
C 1.1153 -1.9411 1.7798
N 0.2165 -1.0435 1.1519
H 2.3848 -2.3621 0.1145
H 3.0847 -2.5441 1.9156
H 0.7450 -2.2964 2.7815
H 0.7988 -0.4495 0.3778
H -0.6392 -0.8052 1.6952

What should be chosen as the least stable of them? Choose run b.

Run a
2 unconnected molecules or ions with the total composition CH2O3S. Source: OMol25; level of theory: ωB97M-V/def2-TZVPD.

Results
Charge: 0

Positions of all 7 atoms, in Å:
C 0.2234 0.2101 0.0638
O -0.9800 -1.7473 -1.3436
O -0.0192 -0.8482 0.8946
O 1.1584 1.1376 0.2155
S 0.2647 -1.5126 -0.7348
H -1.6580 1.2023 -0.1588
H 1.0107 1.5581 1.0631

Run b
CH2O3S in the gas phase. Source: OMol25; level of theory: ωB97M-V/def2-TZVPD.

Results
Charge: 0

Positions of all 7 atoms, in Å:
C -0.4150 0.2232 0.0298
O 2.3000 1.2330 -0.0006
O 0.2812 -0.5377 -0.9857
O -1.3900 -0.4607 0.6089
S 1.2892 -0.3367 0.2823
H -0.4920 1.2046 -0.1647
H -1.5733 -1.3257 0.2299

What should be chosen as the least stable of them? Choose run a.

Run a
C8H9NO in the gas phase. Source: OMol25; level of theory: ωB97M-V/def2-TZVPD.

Results
SMILES: CC(=O)Nc1ccccc1
Charge: 0

Positions of all 19 atoms, in Å:
C -2.5397 1.1013 -0.0050
C -2.4361 -0.3643 0.0352
C 0.1305 -0.5360 -0.0523
C 0.4913 0.8265 -0.0222
C 1.9381 1.1101 -0.0067
C 2.8567 0.1619 0.0456
C 2.4773 -1.1858 -0.0138
C 1.1278 -1.4714 0.0344
H -1.9452 1.4110 -0.8099
H -2.0832 1.5654 0.8144
H -3.7322 1.6326 0.0104
H -1.1185 -1.7721 0.0296
H -0.3956 1.6973 0.0739
H 2.2159 1.9831 -0.0822
H 3.7557 0.4241 -0.0160
H 3.1611 -1.9639 0.0953
H 0.7406 -2.6415 -0.1179
N -1.1945 -0.9374 -0.0153
O -3.4499 -1.0409 0.0023

Run b
C8H9NO in the gas phase. Source: OMol25; level of theory: ωB97M-V/def2-TZVPD.

Results
SMILES: C#C[C@@]1(OC)C=CCC=N1
Charge: 0

Positions of all 19 atoms, in Å:
C 0.9339 -3.0643 0.2437
C 0.8989 -1.8956 -0.0329
C -1.5734 -0.0562 -0.9844
C -0.2991 0.0070 -1.2867
C -0.9317 -0.0616 1.3381
C -1.9474 -0.5302 0.3783
C 0.8295 -0.3866 -0.0751
C 2.5132 1.1233 0.4416
N 0.3139 0.1541 1.1341
O 2.0659 0.1227 -0.3633
H 1.2385 -4.0411 0.5420
H -2.3262 0.0827 -1.7921
H 0.1867 0.5545 -2.1482
H -1.2892 0.2245 2.4433
H -2.9304 -0.2092 0.5820
H -1.9994 -1.6137 0.1178
H 1.7931 1.9706 0.7089
H 3.4708 1.5113 -0.0996
H 2.9125 0.6514 1.3945

What should be chosen as the least stable of them? Choose run b.

Run a
A molecular structure, C5H4NO. Source: OMol25; level of theory: ωB97M-V/def2-TZVPD.

Results
Charge: +1

Positions of all 11 atoms, in Å:
C 0.2941 0.6067 0.1350
C 0.2158 -0.7660 0.0968
C -0.7437 1.5058 -0.0986
C -1.0202 -1.3401 -0.0114
C -2.0375 1.1203 0.0925
N -2.1665 -1.5216 -0.2467
O -3.1693 1.0262 0.2174
H 1.2917 0.9540 0.1875
H 1.1152 -1.3506 0.1860
H -0.4879 2.5469 -0.2429
H -1.6882 -2.2989 0.4805

Run b
A gas-phase ion, C5H4NO (charge +1). Source: OMol25; level of theory: ωB97M-V/def2-TZVPD.

Results
Charge: +1

Positions of all 11 atoms, in Å:
C 3.2760 1.5245 -0.4004
C -0.0222 0.4190 0.2193
C 0.8356 1.4810 0.3236
C 1.7478 -1.5265 0.0185
C 0.4701 -1.0349 -0.2834
N 2.1623 1.5519 -0.0855
O 2.6599 -2.0942 0.3292
H -1.1206 0.3448 0.2341
H 0.4173 2.4462 0.7572
H -0.4034 -1.7105 -0.1675
H 0.3892 -0.9572 -1.4049

What should be chosen as the least stable of them? Choose run a.